#w
C3H5NO3S | ωB97M-V with the def2-TZVPD basis set

Last column: Mulliken charge in e.
Atoms and positions in Å:
C 1.145 0.406 -0.300  -0.458
C 0.864 -1.053 0.008  0.741
C -1.803 -0.316 -0.616  -0.133
H 2.927 -0.176 0.093  0.351
H 0.755 0.677 -1.292  0.320
H 0.607 0.996 0.449  0.257
H -2.230 -0.311 -1.621  0.416
H -1.986 1.388 1.811  0.376
N -2.157 0.642 0.137  -0.296
O 2.528 0.640 -0.247  -0.552
O 1.737 -1.801 0.380  -0.588
O -1.594 0.621 1.379  -0.328
S -0.792 -1.713 -0.182  -0.105

E_HOMO   -10.06 eV
Multiplicity   1

***

#x
C3H5NO3S | ωB97M-V with the def2-TZVPD basis set

Last column: Mulliken charge in e.
Atoms and positions in Å:
C -2.441 0.451 -0.436  0.060
C 0.493 0.217 0.659  -0.309
C 2.558 -0.447 -0.285  -0.004
H -3.159 0.141 -1.191  0.359
H -1.730 -1.489 -0.387  0.255
H 0.894 0.503 1.625  0.372
H 0.408 1.065 -0.018  0.424
H 3.009 -1.292 -0.747  0.339
N -1.485 -0.513 -0.226  -0.230
O -2.432 1.552 0.074  -0.497
O -0.742 -0.380 0.930  -0.255
O 1.313 -0.776 0.019  -0.239
S 3.312 0.966 -0.016  -0.275

E_HOMO   -9.21 eV
Multiplicity   1

***

Of them, #w has the highest stability.

***

#w
C5H8Cl2 | ωB97M-V with the def2-TZVPD basis set

Last column: Mulliken charge in e.
Atoms and positions in Å:
C -2.339 1.560 -0.347  -1.247
C -0.822 1.573 -0.167  -0.100
C -0.024 0.687 0.407  0.519
C -0.505 -0.670 0.938  -0.674
C 1.454 1.006 0.496  -0.718
H -2.857 1.007 0.484  0.285
H -2.754 2.551 -0.438  0.369
H -2.648 1.082 -1.250  0.324
H -0.367 2.479 -0.620  0.205
H -1.183 -0.558 1.752  0.373
H 0.419 -1.178 1.348  0.330
H 1.597 1.980 0.000  0.308
H 1.795 1.119 1.494  0.380
Cl -1.276 -1.721 -0.228  -0.165
Cl 2.418 -0.245 -0.404  -0.191

E_HOMO   -9.77 eV
Multiplicity   1

***

#x
C5H8Cl2 | ωB97M-V with the def2-TZVPD basis set

Last column: Mulliken charge in e.
Atoms and positions in Å:
C 1.185 0.323 0.254  -1.225
C -0.321 0.197 0.723  0.746
C 0.078 -0.132 -0.694  0.909
C -0.491 -0.978 1.671  -1.326
C -0.270 0.717 -1.871  -1.456
Cl -1.270 1.632 0.980  -0.208
Cl 0.109 -1.764 -1.239  -0.215
H 1.446 1.341 0.253  0.321
H 1.865 -0.292 0.759  0.271
H -0.595 -0.604 2.630  0.422
H 0.395 -1.491 1.551  0.336
H -1.292 -1.649 1.390  0.319
H -1.193 0.396 -2.244  0.384
H 0.502 0.467 -2.532  0.409
H -0.148 1.838 -1.631  0.312

E_HOMO   -9.74 eV
Multiplicity   1

***

Of them, #w has the highest stability.

***

#w
HN3P2 | ωB97M-V with the def2-TZVPD basis set

Last column: Mulliken charge in e.
Atoms and positions in Å:
N 0.220 -1.975 1.028  -0.205
N 0.626 -1.558 0.064  0.149
N -0.318 1.162 0.202  0.125
P -1.617 1.625 0.815  -0.162
P 0.915 0.345 -0.412  0.018
H 0.174 0.401 -1.696  0.075

E_HOMO (alpha / beta)   -6.72 / -6.72 eV
Multiplicity   1

***

#x
HN3P2 | ωB97M-V with the def2-TZVPD basis set

Last column: Mulliken charge in e.
Atoms and positions in Å:
N -1.096 -2.022 -1.088  -0.161
N -1.219 -1.122 -0.379  0.305
N 0.690 -3.036 -0.064  -0.279
P 1.301 -2.466 1.157  0.254
P -0.861 -0.025 0.690  -0.159
H -1.973 0.747 0.331  0.041

E_HOMO   -8.46 eV
Multiplicity   1

***

Of them, #w has the highest stability.

***

#w
C19H20N2O3S | ωB97M-V with the def2-TZVPD basis set

Last column: Mulliken charge in e.
Atoms and positions in Å:
N 3.988 2.024 -5.554  -0.511
O -0.211 -3.917 4.219  -0.652
O 1.384 -2.121 3.592  -0.618
C 3.153 1.831 -4.754  -0.111
O -1.142 0.741 -1.241  -0.598
C -0.928 0.446 0.074  2.225
C -0.144 0.478 2.224  -0.549
C -0.050 1.132 1.012  -0.426
C -1.519 -0.573 0.735  -1.195
C 0.969 2.271 -3.823  -0.534
C 2.281 0.585 -2.765  -0.917
C -0.108 1.995 -2.963  -0.399
C 1.210 0.243 -1.938  0.044
C 2.159 1.574 -3.749  0.387
C -0.007 0.957 -2.010  0.167
N -0.993 -0.595 2.052  0.063
C 2.167 2.426 1.220  -0.569
C 1.182 3.311 1.955  -0.776
C -2.408 -2.166 -1.173  -0.535
C -3.505 -1.134 -0.919  -0.676
C 0.711 2.410 0.769  0.142
C -2.601 -1.549 0.240  -0.216
C 0.280 -3.497 1.617  -0.806
C -1.189 -1.603 3.112  -0.949
S 0.131 -2.812 3.280  1.207
H 0.366 0.657 3.143  0.410
H 0.912 3.013 -4.613  0.436
H 3.200 0.043 -2.666  0.459
H -1.052 2.570 -3.066  0.413
H 1.324 -0.465 -1.159  0.583
H 2.842 2.924 0.474  0.234
H 2.655 1.587 1.715  0.277
H 1.256 4.355 1.825  0.297
H 1.027 2.896 2.983  0.185
H -2.743 -3.204 -1.316  0.304
H -1.581 -1.845 -1.812  0.151
H -4.547 -1.433 -0.908  0.318
H -3.318 -0.207 -1.505  0.113
H 0.397 2.926 -0.186  0.514
H -3.101 -2.139 1.000  0.448
H 0.662 -2.741 0.960  0.129
H -0.670 -3.875 1.269  0.317
H 0.994 -4.293 1.633  0.463
H -1.328 -1.100 4.091  0.389
H -2.104 -2.126 2.927  0.363

E_HOMO   -8.32 eV
Multiplicity   1

***

#x
C19H20N2O3S | ωB97M-V with the def2-TZVPD basis set

Last column: Mulliken charge in e.
Atoms and positions in Å:
C -1.633 3.818 0.989  -1.787
C -1.411 2.479 1.622  0.723
C -1.556 1.321 0.879  0.312
C -1.370 0.065 1.452  0.512
C -1.051 -0.030 2.799  -0.430
C -0.907 1.129 3.543  -0.960
C -1.079 2.371 2.967  -0.783
H -0.954 3.265 3.561  0.409
H -0.649 1.051 4.589  0.394
H -0.906 -0.985 3.278  0.362
O -1.529 -0.990 0.594  -0.385
C -1.382 -2.314 1.049  -0.720
C 0.073 -2.743 1.235  -0.700
H 0.605 -2.122 1.954  0.359
H 0.123 -3.793 1.516  0.539
S 0.990 -2.572 -0.332  -0.262
C 1.228 -0.846 -0.243  0.158
N 1.574 -0.222 0.846  -0.539
C 1.622 1.103 0.499  0.968
C 1.927 2.217 1.270  -0.648
C 1.894 3.448 0.650  -0.519
C 1.565 3.580 -0.699  -0.843
C 1.259 2.484 -1.482  -1.096
C 1.291 1.243 -0.870  0.769
N 1.050 -0.033 -1.326  0.304
C 0.623 -0.428 -2.641  -1.085
H 1.293 -1.204 -3.024  0.524
H 0.709 0.450 -3.282  0.263
C -0.826 -0.949 -2.647  0.301
C -0.946 -2.456 -2.667  0.201
O -1.812 -3.081 -2.117  -0.586
O -0.025 -3.037 -3.445  -0.450
H -0.134 -4.000 -3.427  0.406
H -1.340 -0.591 -3.542  0.474
H -1.369 -0.585 -1.772  -0.225
H 1.004 2.600 -2.526  0.344
H 1.548 4.565 -1.142  0.409
H 2.127 4.336 1.219  0.434
H 2.176 2.108 2.313  0.486
H -1.933 -2.472 1.986  0.440
H -1.841 -2.919 0.261  0.423
H -1.813 1.375 -0.169  0.373
H -1.353 3.799 -0.061  0.324
H -1.050 4.584 1.495  0.376
H -2.686 4.092 1.057  0.432

E_HOMO   -7.98 eV
Multiplicity   1

***

Of them, #x has the highest stability.